one.
Formula: C6H16
Source: OMol25
Level of theory: wB97M-V/def2-TZVPD

Each line ends with the Mulliken charge.
Cartesian coordinates (Å):
C1 -0.543 -0.093 0.555  -1.4346
C2 -1.702 -0.235 -0.439  0.8336
C3 -1.056 -0.466 -1.740  -1.1273
C4 -2.765 -1.257 -0.059  -1.2223
H1 0.004 -0.986 0.740  0.4536
H2 -0.838 -0.008 1.664  0.3502
H3 0.038 0.755 0.110  0.0765
H4 -2.031 0.789 -0.291  0.1565
H5 -0.110 0.045 -1.638  0.2735
H6 -0.648 -1.544 -1.876  0.2404
H7 -1.495 -0.187 -2.684  0.3581
H8 -2.843 -0.909 1.084  0.2633
H9 -3.710 -1.192 -0.484  0.3997
H10 -2.404 -2.282 -0.098  0.2685
C5 3.088 0.511 1.277  -0.7129
C6 2.541 1.466 0.258  -0.6876
H11 3.888 1.023 1.744  0.3135
H12 2.144 0.140 1.855  0.1793
H13 3.488 -0.373 0.842  0.2707
H14 1.941 1.087 -0.491  0.1082
H15 1.858 2.190 0.766  0.2735
H16 3.337 1.899 -0.357  0.3656

Summary:
- HOMO energy (eV) = -10.84
- molar mass (g/mol) = 88.19
- SMILES = CC(C)C.CC
- gap between HOMO and LUMO (Ha) = 0.43811



two.
Formula: C6H16
Source: OMol25
Level of theory: wB97M-V/def2-TZVPD

Each line ends with the Mulliken charge.
Cartesian coordinates (Å):
C1 -0.562 -1.693 2.420  -1.4175
C2 -0.030 -1.257 1.004  0.8412
C3 1.502 -1.321 0.824  -1.5005
C4 -0.778 -2.001 -0.023  -1.2192
H1 -0.564 -2.773 2.247  0.2570
H2 -1.383 -1.465 2.896  0.4511
H3 0.212 -1.516 3.188  0.3395
H4 -0.446 -0.200 1.148  0.0872
H5 1.820 -2.292 0.867  0.4597
H6 1.829 -0.914 -0.109  0.3660
H7 2.049 -0.696 1.599  0.3214
H8 -0.723 -3.107 0.092  0.3398
H9 -1.805 -1.405 -0.202  0.2512
H10 -0.398 -1.841 -0.979  0.4219
C5 0.320 2.607 -1.293  -0.4546
C6 -0.579 2.927 -2.468  -0.7204
H11 1.460 3.017 -1.501  0.2113
H12 0.001 3.153 -0.403  0.2599
H13 0.490 1.631 -0.906  -0.0241
H14 -1.248 3.873 -2.272  0.2189
H15 0.095 3.153 -3.360  0.2165
H16 -1.263 2.119 -2.768  0.2938

Summary:
- HOMO energy (eV) = -10.30
- molar mass (g/mol) = 88.19
- SMILES = CC(C)C.CC
- gap between HOMO and LUMO (Ha) = 0.41425



three.
Formula: C6H16
Source: OMol25
Level of theory: wB97M-V/def2-TZVPD

Each line ends with the Mulliken charge.
Cartesian coordinates (Å):
C1 -2.113 -0.255 0.585  -1.1758
C2 -1.932 -0.149 -0.923  -0.0182
C3 -1.845 -1.544 -1.543  -1.0929
H1 -1.193 -0.556 1.092  0.1999
H2 -2.900 -0.989 0.795  0.3875
H3 -2.489 0.579 1.190  0.3586
H4 -2.703 0.443 -1.384  0.3308
H5 -1.017 0.403 -1.167  0.1436
H6 -0.850 -1.970 -1.612  0.2631
H7 -2.563 -2.194 -1.033  0.2968
H8 -2.276 -1.548 -2.543  0.3235
C4 2.318 -0.579 0.768  -1.0154
C5 2.328 0.862 0.192  -0.1920
C6 1.236 1.723 0.812  -1.0955
H9 3.338 -0.935 0.947  0.3209
H10 1.824 -0.549 1.733  0.3026
H11 1.924 -1.260 0.055  0.2264
H12 2.195 0.760 -0.884  0.2788
H13 3.262 1.355 0.364  0.3368
H14 1.483 1.904 1.856  0.4041
H15 0.278 1.209 0.899  0.0905
H16 0.971 2.596 0.216  0.3259

Summary:
- HOMO energy (eV) = -11.38
- molar mass (g/mol) = 88.19
- SMILES = CCC.CCC
- gap between HOMO and LUMO (Ha) = 0.46021



The structure with the least stability is two.